Computed, not measured: a structure of composition C39H28ClMnN10O2P, with wB97M-V/def2-TZVPD.

The geometry in XYZ format:
```
82
C39H28ClMnN10O2P | the OMol25 dataset | wB97M-V/def2-TZVPD
Mn -0.69 0.87 -1.25
C -1.70 0.98 4.10
C -2.42 1.48 2.94
N -1.19 0.04 1.47
C 0.16 0.10 1.90
C 0.43 0.47 3.17
N -0.46 0.64 4.21
C 1.17 -0.42 0.93
C 2.34 -1.04 1.35
C 3.19 -1.59 0.40
C 2.82 -1.54 -0.94
C 1.64 -0.90 -1.30
N 0.85 -0.32 -0.37
C 1.18 -0.76 -2.70
C 1.72 -1.41 -3.77
N 0.96 -1.49 -4.94
C -0.05 -0.71 -5.07
C -0.35 0.40 -4.10
N 0.08 0.01 -2.80
C 4.47 -2.24 0.81
C 5.61 -2.11 0.02
C 6.78 -2.72 0.45
N 6.88 -3.44 1.56
C 5.78 -3.55 2.31
C 4.56 -2.98 1.98
H -2.25 1.05 5.04
H -4.45 1.93 2.44
H 1.47 0.55 3.47
H 2.58 -1.09 2.40
H 3.42 -2.01 -1.70
H 2.60 -2.02 -3.72
H -0.72 -0.85 -5.91
H 0.06 1.37 -4.42
H 5.61 -1.53 -0.88
H 7.68 -2.63 -0.15
H 5.87 -4.14 3.21
H 3.71 -3.13 2.62
O -1.80 0.59 -4.05
C -2.22 1.38 -3.07
O -1.46 2.25 -2.54
C -3.58 1.15 -2.61
P -2.97 -0.04 -1.25
C -1.85 -1.25 1.60
C -2.83 -1.52 2.54
C -3.41 -2.78 2.59
C -3.01 -3.79 1.73
C -2.02 -3.52 0.80
C -1.46 -2.25 0.71
C -1.85 1.27 1.72
C -1.79 2.29 0.68
C -2.26 3.55 0.69
C -2.91 4.27 1.77
C -3.45 3.76 2.88
C -3.67 2.30 3.12
H -4.22 0.64 -3.32
H -4.03 2.03 -2.17
H -3.18 -0.76 3.22
H -4.20 -2.97 3.32
H -3.47 -4.77 1.77
H -1.70 -4.29 0.11
H -0.74 -2.04 -0.06
H -0.99 2.15 -0.05
H -1.99 4.15 -0.17
H -2.88 5.35 1.68
H -3.77 4.45 3.65
H -4.04 2.14 4.13
Cl 4.89 2.82 -0.31
C 3.27 3.22 -0.77
C 2.93 4.52 -1.09
C 1.61 4.76 -1.45
C 0.71 3.71 -1.47
N 1.05 2.45 -1.14
C 2.32 2.22 -0.80
H 3.67 5.31 -1.07
H 1.29 5.75 -1.72
H -0.31 3.85 -1.77
H 2.61 1.22 -0.54
N -3.04 -1.50 -2.24
C -2.91 -2.67 -2.29
N -2.76 -3.90 -2.47
C -3.28 -4.90 -1.79
N -3.67 -5.84 -1.23
```

Calculated values
ΔE to the lowest compared entry with this formula, charge and spin: 575.47 kJ/mol
LUMO energy (alpha / beta): -1.21 / -1.21 eV
spin multiplicity: 2
Kohn-Sham gap (alpha / beta): 5.9 / 5.9 eV

Let us look at the Mulliken charges, expressed in e, one per atom: Mn 0.57; C -0.59; C 0.48; N 2.48; C -0.22; C -0.34; N -0.59; C 0.00; C -1.64; C 1.06; C -1.13; C 0.76; N 1.23; C -0.39; C -0.94; N -0.52; C -0.63; C 0.23; N 0.95; C -0.09; C -0.60; C -0.44; N -0.62; C -0.43; C -0.49; H 0.33; H 0.32; H 0.51; H 0.68; H 0.77; H 0.41; H 0.41; H 0.14; H 0.48; H 0.38; H 0.38; H 0.48; O -0.30; C 0.24; O -0.69; C -0.78; P -0.24; C 0.48; C -0.48; C -0.98; C -0.87; C -1.57; C -0.34; C -0.24; C 0.36; C -0.35; C -0.59; C -0.66; C -1.45; H 0.48; H 0.42; H 0.29; H 0.42; H 0.46; H 0.92; H 0.72; H -0.07; H 0.35; H 0.36; H 0.39; H 0.49; Cl -0.22; C -0.18; C -0.16; C -1.35; C -0.20; N 0.44; C -0.52; H 0.46; H 0.43; H 0.74; H 0.44; N -0.20; C 0.78; N -0.66; C 0.54; N -0.56


Computed, not measured: a structure of composition C44H47BFGeN12O6PSe2Tl, with wB97M-V/def2-TZVPD.

The geometry in XYZ format:
```
116
C44H47BFGeN12O6PSe2Tl | the OMol25 dataset | wB97M-V/def2-TZVPD
Tl 0.47 0.13 0.36
C -4.21 -0.96 1.13
C -2.95 -0.90 0.50
N -2.14 -0.09 1.15
N -2.84 0.44 2.17
C -4.09 -0.10 2.19
B -2.07 1.45 3.09
N -1.48 2.59 2.22
C -1.91 3.88 2.19
C -1.21 4.54 1.21
C -0.36 3.56 0.68
N -0.52 2.41 1.29
N -0.97 0.62 3.83
C -0.76 0.42 5.15
C 0.25 -0.50 5.30
C 0.61 -0.83 3.99
N -0.13 -0.17 3.11
N -2.97 2.18 4.11
C -4.30 2.45 4.10
C -4.57 3.33 5.13
C -3.31 3.55 5.72
N -2.36 2.88 5.10
H -5.08 -1.53 0.85
H -2.61 -1.39 -0.40
H -4.80 0.12 2.97
H -2.67 4.24 2.86
H -1.31 5.58 0.92
H 0.36 3.64 -0.13
H -1.33 0.96 5.89
H 0.67 -0.86 6.22
H 1.41 -1.47 3.63
H -4.96 2.07 3.35
H -5.53 3.74 5.40
H -3.06 4.18 6.56
F 1.42 -2.70 -0.09
C -0.35 -5.52 3.10
N -1.47 -4.68 2.71
C -2.08 -5.25 1.51
N -1.14 -5.39 0.40
C 0.01 -6.17 0.84
N 0.66 -5.68 2.06
C 1.36 -4.40 1.83
P 0.27 -3.08 1.10
C -1.10 -3.28 2.56
C -0.74 -4.07 -0.10
H -0.74 -6.51 3.35
H 0.12 -5.10 3.99
H -2.90 -4.61 1.20
H -2.47 -6.23 1.77
H 0.75 -6.18 0.04
H -0.32 -7.20 1.03
H 2.21 -4.54 1.17
H 1.74 -4.05 2.79
H -1.96 -2.67 2.26
H -0.67 -2.89 3.47
H -0.17 -4.17 -1.02
H -1.65 -3.51 -0.33
O 5.41 0.30 3.55
Se 4.63 0.42 2.14
O 5.58 0.51 0.83
O 3.31 -0.51 2.01
O 3.90 2.07 2.16
O -2.43 1.82 -1.35
C -1.68 1.53 -2.27
O -0.71 0.69 -2.25
C -1.82 2.27 -3.61
C -1.30 1.46 -4.79
Ge 0.26 0.38 -4.32
C -0.03 -1.51 -3.90
C 1.03 -2.42 -3.96
C 0.82 -3.78 -3.81
C -0.47 -4.27 -3.62
C -1.53 -3.38 -3.55
C -1.31 -2.01 -3.67
C 1.79 1.26 -3.52
C 2.24 2.49 -4.00
C 3.30 3.15 -3.38
C 3.93 2.58 -2.28
C 3.50 1.35 -1.79
C 2.44 0.70 -2.41
C 0.92 0.04 -6.23
C 2.16 0.43 -6.74
C 2.53 0.18 -8.06
C 1.66 -0.49 -8.91
C 0.42 -0.91 -8.43
C 0.07 -0.65 -7.11
H -1.22 3.18 -3.49
H -2.86 2.57 -3.72
H -1.02 2.10 -5.64
H -2.07 0.77 -5.16
H 2.04 -2.06 -4.14
H 1.66 -4.47 -3.83
H -0.64 -5.33 -3.51
H -2.54 -3.75 -3.38
H -2.14 -1.32 -3.58
H 1.75 2.94 -4.85
H 3.63 4.11 -3.76
H 4.74 3.10 -1.79
H 3.99 0.90 -0.93
H 2.12 -0.26 -2.03
H 2.86 0.94 -6.08
H 3.50 0.50 -8.42
H 1.94 -0.68 -9.94
H -0.26 -1.44 -9.08
H -0.89 -1.00 -6.75
Se 2.33 2.04 3.10
C 2.43 3.81 3.74
C 3.53 4.64 3.56
C 3.49 5.91 4.12
N 2.46 6.40 4.81
C 1.41 5.58 4.95
C 1.33 4.30 4.45
H 4.39 4.29 3.01
H 4.34 6.57 4.00
H 0.57 5.99 5.51
H 0.43 3.71 4.58
```

Calculated values
total charge: -2
ΔE to the lowest compared entry with this formula, charge and spin: 56.51 kJ/mol
LUMO energy (alpha / beta): 3.88 / 3.45 eV
spin multiplicity: 2
Kohn-Sham gap (alpha / beta): 6.8 / 6.8 eV

These are the Mulliken partial charges, in e, on atoms 1 to 99: Tl 1.37; C -1.96; C -0.72; N 1.33; N -0.29; C 0.08; B -0.54; N 1.02; C -0.13; C -1.57; C -0.88; N 0.49; N 0.77; C -0.33; C -1.53; C -0.85; N 0.59; N 0.47; C -0.19; C -1.02; C -0.36; N -0.96; H 0.46; H 0.46; H 0.66; H 0.30; H 0.45; H 0.57; H 0.51; H 0.45; H 0.46; H 0.54; H 0.42; H 0.42; F -0.54; C -1.02; N 0.29; C -1.06; N 0.13; C -0.88; N 0.14; C -1.57; P 2.17; C -1.02; C -1.10; H 0.28; H 0.42; H 0.42; H 0.26; H 0.41; H 0.31; H 0.45; H 0.34; H 0.22; H 0.48; H -0.03; H 0.47; O -0.72; Se 1.04; O -0.68; O -0.56; O -0.50; O -0.71; C 0.27; O 0.04; C -1.10; C -1.01; Ge 1.65; C 0.44; C -0.36; C -0.59; C -0.52; C -0.58; C -0.45; C 0.36; C -0.24; C -0.82; C -0.62; C -0.64; C -1.06; C -0.31; C -0.16; C -0.64; C -0.43; C -0.66; C -0.38; H 0.24; H 0.39; H 0.45; H 0.50; H 0.37; H 0.40; H 0.33; H 0.39; H 0.26; H 0.46; H 0.36; H 0.46; H 0.66


Computed, not measured: a structure of composition C18H21BDyN6O2 at a distorted geometry, with wB97M-V/def2-TZVPD.

The geometry in XYZ format:
```
49
C18H21BDyN6O2 | the OMol25 dataset | wB97M-V/def2-TZVPD
Dy -0.85 -0.85 -0.03
O 5.79 1.58 0.74
C 5.58 0.42 -0.06
C 4.13 0.02 -0.02
C 3.77 -1.32 -0.03
C 2.43 -1.64 -0.02
N 1.45 -0.72 -0.03
C 1.74 0.63 -0.03
C 3.10 0.99 -0.03
C 0.63 1.74 -0.02
C 0.99 3.10 -0.01
C 0.02 4.13 -0.03
C 0.42 5.58 0.02
O 1.59 5.79 -0.76
C -1.32 3.77 -0.02
C -1.64 2.43 -0.03
N -0.72 1.45 -0.03
H 6.75 1.76 0.71
H 6.21 -0.38 0.32
H 5.87 0.65 -1.10
H 4.52 -2.11 -0.03
H 2.10 -2.67 -0.02
H 3.42 2.02 -0.05
H 2.02 3.42 0.00
H 0.63 5.87 1.06
H -0.37 6.21 -0.38
H 1.77 6.75 -0.73
H -2.11 4.52 -0.02
H -2.67 2.10 -0.03
B -3.09 -3.09 1.19
N -3.75 -1.96 0.38
C -5.04 -1.92 -0.01
C -5.25 -0.74 -0.70
C -4.02 -0.10 -0.69
N -3.13 -0.86 -0.03
N -1.96 -3.75 0.38
C -1.92 -5.04 -0.01
C -0.74 -5.25 -0.70
C -0.10 -4.02 -0.69
N -0.86 -3.13 -0.03
H -3.92 -3.92 1.45
H -2.66 -2.66 2.21
H -5.78 -2.68 0.19
H -6.17 -0.39 -1.14
H -3.80 0.86 -1.14
H -2.68 -5.78 0.19
H -0.39 -6.17 -1.14
H 0.86 -3.80 -1.14
H -0.85 -0.85 2.03
```

Calculated values
total charge: +1
LUMO energy (alpha / beta): -3.93 / -3.92 eV
spin multiplicity: 6
Kohn-Sham gap (alpha / beta): 7.1 / 7.0 eV

Let us look at the Mulliken charges, expressed in e, one per atom: Dy 1.10; O -0.52; C -0.64; C 0.53; C -1.00; C -0.32; N -0.24; C 0.59; C -0.55; C 0.58; C -0.58; C 0.53; C -0.64; O -0.52; C -1.00; C -0.31; N -0.24; H 0.32; H 0.40; H 0.29; H 0.42; H 0.50; H 0.46; H 0.46; H 0.29; H 0.41; H 0.32; H 0.43; H 0.50; B 0.14; N -0.27; C -0.10; C -1.09; C -0.03; N 0.04; N -0.27; C -0.09; C -1.09; C -0.03; N 0.04; H -0.12; H -0.07; H 0.43; H 0.39; H 0.46; H 0.43; H 0.39; H 0.45; H -0.17


Computed, not measured: the ion C4H11NOS with charge +1 at a distorted geometry, with wB97M-V/def2-TZVPD.

The geometry in XYZ format:
```
18
C4H11NOS | the OMol25 dataset | wB97M-V/def2-TZVPD
C 0.98 -1.23 -1.82
O 0.35 -0.86 -3.01
C 0.99 -0.12 -0.79
C -0.36 0.04 -0.06
C -0.48 1.10 1.04
S -1.72 0.63 2.21
N 2.03 -0.26 0.21
H 0.50 -2.13 -1.41
H 2.02 -1.48 -2.05
H -0.50 -0.45 -2.82
H 1.19 0.84 -1.29
H -1.03 0.41 -0.84
H -0.79 -0.92 0.21
H -0.66 2.10 0.65
H 0.49 1.16 1.58
H -1.51 1.68 3.02
H 1.71 -0.29 1.17
H 2.89 -0.77 0.01
```

Calculated values
total charge: +1
ΔE to the lowest compared entry with this formula, charge and spin: 139.23 kJ/mol
LUMO energy (alpha / beta): -3.33 / -8.76 eV
spin multiplicity: 2
Kohn-Sham gap (alpha / beta): 9.8 / 4.1 eV

Let us look at the natural (NBO) charges, expressed in e, one per atom: C -0.06; O -0.66; C -0.13; C -0.44; C -0.55; S 0.07; N -0.31; H 0.20; H 0.20; H 0.48; H 0.30; H 0.24; H 0.24; H 0.24; H 0.19; H 0.15; H 0.41; H 0.42


Computed, not measured: a structure of composition C27H46BFN12O2SSiY at a distorted geometry, with wB97M-V/def2-TZVPD.

The geometry in XYZ format:
```
92
C27H46BFN12O2SSiY | the OMol25 dataset | wB97M-V/def2-TZVPD
Y 0.28 0.48 -0.11
C 1.42 1.08 -3.73
C 2.26 1.58 -2.63
C 3.25 2.56 -2.71
C 3.75 2.67 -1.42
C 4.79 3.56 -0.88
N 3.10 1.79 -0.63
N 2.16 1.11 -1.38
B 3.39 1.45 0.82
N 3.40 -0.12 0.93
N 2.32 -0.95 0.71
C 2.82 -2.18 0.78
C 1.96 -3.38 0.56
C 4.19 -2.18 1.08
C 4.51 -0.85 1.16
C 5.85 -0.22 1.36
N 2.42 2.08 1.85
N 1.10 1.78 1.90
C 0.58 2.56 2.86
C -0.86 2.50 3.25
C 1.56 3.40 3.39
C 2.74 3.05 2.73
C 4.12 3.53 2.96
H 1.96 1.09 -4.70
H 1.07 0.07 -3.50
H 0.53 1.69 -3.88
H 3.54 3.11 -3.57
H 5.24 4.20 -1.67
H 4.37 4.23 -0.11
H 5.63 2.99 -0.46
H 4.46 1.85 1.11
H 1.19 -3.23 -0.20
H 2.53 -4.21 0.17
H 1.49 -3.78 1.47
H 4.82 -3.06 1.19
H 6.59 -0.99 1.50
H 6.19 0.37 0.51
H 5.87 0.39 2.27
H -1.48 2.61 2.35
H -1.08 1.57 3.77
H -1.14 3.28 3.95
H 1.41 4.12 4.18
H 4.11 4.24 3.80
H 4.83 2.74 3.24
H 4.52 4.04 2.09
C -5.27 -1.90 0.58
Si -4.58 -1.43 -1.10
C -5.52 -2.24 -2.56
C -4.80 0.44 -1.32
N -2.84 -1.69 -1.21
C -2.18 -2.83 -1.56
C -2.76 -4.11 -1.65
C -2.09 -5.22 -2.15
C -0.76 -5.14 -2.49
C -0.11 -3.93 -2.34
C -0.80 -2.85 -1.86
F -0.07 -1.67 -1.73
H -6.30 -1.53 0.67
H -4.67 -1.38 1.32
H -5.25 -2.99 0.76
H -6.34 -1.62 -2.91
H -5.92 -3.24 -2.39
H -4.86 -2.32 -3.41
H -5.89 0.70 -1.20
H -4.52 0.71 -2.34
H -4.25 1.05 -0.63
H -3.81 -4.20 -1.38
H -2.62 -6.16 -2.24
H -0.23 -6.00 -2.91
H 0.94 -3.79 -2.52
N -1.09 0.73 -1.92
N -1.70 1.96 -2.22
C -1.41 3.07 -1.59
N -2.07 4.19 -1.92
S -0.36 3.11 -0.28
H -0.80 0.34 -2.79
H -2.28 -0.85 -1.31
H -2.53 1.90 -2.79
H -2.47 4.31 -2.85
H -1.69 5.04 -1.53
C -3.58 -0.92 3.85
O -3.21 0.08 2.86
C -2.20 -0.19 2.04
O -1.89 0.57 1.14
N -1.50 -1.33 2.27
N -0.46 -1.61 1.39
H -4.50 -0.54 4.29
H -2.78 -1.08 4.56
H -3.79 -1.84 3.30
H -1.75 -2.04 2.94
H -0.65 -2.46 0.87
H 0.45 -1.68 1.89
```

Calculated values
total charge: +1
ΔE to the lowest compared entry with this formula, charge and spin: 0.00 kJ/mol
LUMO energy: -2.03 eV
spin multiplicity: 1
Kohn-Sham gap: 8.4 eV

Let us look at the Mulliken charges, expressed in e, one per atom: Y 0.80; C -1.30; C 0.92; C -1.69; C 1.01; C -1.20; N 1.25; N -0.50; B -1.22; N -0.23; N 0.59; C 0.84; C -1.35; C -1.67; C 1.08; C -1.43; N 0.96; N -0.21; C 0.82; C -1.03; C -1.76; C 1.06; C -1.30; H 0.49; H 0.08; H 0.15; H 0.59; H 0.38; H 0.13; H 0.25; H -0.18; H 0.01; H 0.43; H 0.29; H 0.49; H 0.39; H 0.26; H 0.25; H 0.11; H 0.14; H 0.43; H 0.49; H 0.37; H 0.21; H 0.18; C -0.51; Si 0.16; C -1.31; C -1.03; N 0.81; C 0.68; C -0.65; C -0.89; C -0.82; C -0.79; C 0.10; F 0.54; H 0.44; H -0.16; H 0.35; H 0.44; H 0.38; H 0.39; H 0.42; H 0.16; H 0.24; H 0.36; H 0.42; H 0.41; H 0.54; N -0.15; N -0.67; C 0.74; N -0.56; S -0.44; H 0.25; H -0.30; H 0.26; H 0.23; H 0.25; C -1.01; O -0.29; C 0.61; O -0.19; N -0.45; N -0.29; H 0.28; H 0.35; H 0.44; H 0.29; H 0.27; H 0.29


Look up the spin multiplicity of the fifth one.
1